Computed, not measured: an isolated molecule of C2N4O2 in a non-equilibrium geometry, with ωB97M-V with the def2-TZVPD basis set.

The geometry in XYZ format:
```
8
Properties=species:S:1:pos:R:3:mulliken_charge:R:1
C -0.44 -0.38 -0.24 0.47
C 0.41 0.26 0.49 0.38
N 1.37 -1.49 -0.47 -0.02
N 0.03 -1.40 -0.84 -0.38
N -1.29 1.55 0.35 -0.01
N -0.17 1.51 0.91 -0.24
O -1.51 0.50 -0.58 -0.13
O 1.59 -0.56 0.43 -0.07
```

- SMILES: n1nc2onnc2o1
- Relative energy (zero: lowest compared OMol25 entry of this formula, charge and spin): 1.834 eV
- Highest occupied orbital energy: -11.24 eV
- Total charge: 0
- Frontier orbital gap: 10.030 eV
- Lowest unoccupied orbital energy: -1.207 eV